No. 1
Density functional theory data (wB97M-V/def2-TZVPD) for C12H19EuO7P as an isolated structure at a distorted geometry.

XYZ file:
```
40
C12H19EuO7P (wB97M-V/def2-TZVPD)
Eu 0.236 0.052 1.133
O -0.262 3.242 -0.678
C -0.067 2.236 -0.166
C -0.035 -2.482 -0.184
O -0.118 -3.614 -0.373
C 2.452 -0.086 -0.296
O 3.470 -0.136 -0.814
C -2.432 0.026 0.556
O -3.572 0.017 0.448
C -0.061 0.595 -3.830
H -0.994 1.165 -3.916
H 0.867 1.185 -3.874
C -0.049 -0.744 -3.774
H 0.887 -1.312 -3.701
H -0.968 -1.333 -3.749
C 0.464 -3.300 4.366
C -0.396 -2.359 3.597
O 0.510 -1.258 3.115
P 1.556 -0.199 4.012
O 1.035 -0.387 5.522
C 0.019 0.337 6.281
C -1.384 0.024 5.879
O 0.600 1.137 3.428
C 0.923 2.566 3.714
C -0.374 3.330 3.685
H 1.273 -3.671 3.734
H -0.125 -4.158 4.694
H 0.886 -2.804 5.241
H -0.808 -2.823 2.693
H -1.212 -1.906 4.169
H 0.202 0.023 7.320
H 0.245 1.417 6.198
H -1.609 -1.038 5.970
H -2.020 0.586 6.566
H -1.631 0.359 4.871
H 1.402 2.652 4.702
H 1.631 2.903 2.933
H -1.021 3.041 4.526
H -0.169 4.402 3.805
H -0.912 3.189 2.741
```

## Properties
- total charge = +2
- frontier orbital gap (spin up / spin down) (eV) = 7.5 / 7.6
- 2S+1 = 8
- HOMO (spin up / spin down) (eV) = -15.48 / -15.49
- relative energy (zero: lowest compared OMol25 entry of this formula, charge and spin) (kJ/mol) = 0.0
- energy (Ha) = -2046.448293



No. 2
Density functional theory data (wB97M-V/def2-TZVPD) for C12H19F6I2O5S as an isolated structure at a distorted geometry.

XYZ file:
```
45
C12H19F6I2O5S (wB97M-V/def2-TZVPD)
C 2.107 -0.641 -0.614
C 1.964 -1.559 0.723
I 3.338 -0.780 2.301
C 0.489 -1.740 1.360
I 0.022 -3.920 1.265
S -0.934 -0.873 0.526
C -0.653 1.016 0.430
O -1.062 -1.401 -1.128
H 3.246 -0.729 -0.962
H 1.974 0.515 -0.351
H 1.472 -0.971 -1.539
H 2.392 -2.636 0.478
H 0.501 -1.459 2.512
H -1.601 1.613 0.793
H -0.544 1.271 -0.730
H 0.327 1.356 0.971
H -1.994 -1.820 -1.135
C 0.240 -0.719 -3.954
C -0.536 -0.293 -5.185
O -0.020 -0.938 -6.359
C -0.415 -2.237 -6.557
O -1.162 -2.848 -5.798
C 0.167 -2.784 -7.860
F 1.496 -2.511 -7.999
F -0.446 -2.256 -8.958
F 0.046 -4.137 -7.971
H 1.312 -0.536 -4.092
H -0.102 -0.172 -3.071
H 0.125 -1.789 -3.762
H -0.418 0.785 -5.337
H -1.609 -0.487 -5.076
C -0.252 4.249 6.364
C 0.511 2.972 6.066
O -0.390 1.862 5.931
C -1.040 1.756 4.727
O -0.891 2.544 3.798
C -1.927 0.513 4.703
F -2.683 0.382 5.831
F -1.199 -0.636 4.599
F -2.804 0.503 3.659
H -0.889 4.121 7.246
H 0.438 5.080 6.541
H -0.911 4.520 5.535
H 1.176 2.740 6.904
H 1.139 3.072 5.174
```

## Properties
- total charge = +1
- frontier orbital gap (eV) = 8.4
- 2S+1 = 1
- HOMO (eV) = -12.94
- energy (Ha) = -2437.263786



No. 3
Density functional theory data (wB97M-V/def2-TZVPD) for C12H19MgN2O3S5 as an isolated structure.

XYZ file:
```
42
C12H19MgN2O3S5 (wB97M-V/def2-TZVPD)
Mg 0.074 -0.879 0.433
C 2.294 1.213 -3.836
N 1.297 0.316 -3.267
C 0.467 -0.430 -4.206
C 1.148 0.147 -1.965
O 0.359 -0.684 -1.476
C 1.979 0.998 -1.006
O 1.400 0.944 0.284
C 0.690 2.072 0.755
C -0.802 1.757 0.837
O -1.180 0.601 0.567
N -1.645 2.710 1.202
C -3.069 2.421 1.330
C -1.261 4.044 1.629
H 2.361 1.021 -4.903
H 2.019 2.260 -3.696
H 3.274 1.032 -3.395
H 1.071 -1.146 -4.762
H -0.303 -0.967 -3.661
H -0.001 0.264 -4.902
H 2.979 0.560 -0.925
H 2.080 2.028 -1.355
H 1.054 2.281 1.766
H 0.870 2.946 0.125
H -3.255 1.376 1.109
H -3.399 2.636 2.347
H -3.634 3.046 0.639
H -0.271 4.319 1.277
H -1.983 4.760 1.237
H -1.277 4.108 2.719
C -2.440 -3.101 1.340
S -0.884 -3.226 0.393
C 0.225 -3.805 1.625
C 1.056 -3.052 2.382
S 1.234 -1.341 2.427
S 2.060 -3.959 3.497
C 1.430 -5.556 3.152
S 1.929 -6.900 3.914
S 0.265 -5.551 1.856
H -3.220 -2.866 0.620
H -2.365 -2.329 2.101
H -2.628 -4.071 1.793
```

## Properties
- total charge = +1
- frontier orbital gap (eV) = 7.0
- 2S+1 = 1
- HOMO (eV) = -9.71
- energy (Ha) = -2994.843966



No. 4
Density functional theory data (wB97M-V/def2-TZVPD) for C12H19N3O3S as an isolated structure at a distorted geometry.

XYZ file:
```
38
C12H19N3O3S (wB97M-V/def2-TZVPD)
C 1.421 1.062 -2.848
C 0.095 1.852 -2.696
C -0.547 1.559 -1.249
C -1.119 0.276 -1.186
H -1.940 0.236 -1.987
H -0.356 -0.413 -1.531
C -1.379 0.199 0.342
C -2.720 0.621 0.571
O -2.801 1.583 1.333
O -3.821 0.263 -0.126
H -4.578 0.658 0.300
H -0.615 0.270 1.048
C -1.609 -1.499 0.428
C -2.178 -1.719 2.159
H -1.356 -1.453 2.702
H -2.282 -2.627 2.330
H -3.063 -1.002 2.137
C -0.290 -2.205 0.463
C 0.709 -1.782 1.225
O 1.061 -1.772 2.484
N 1.662 -0.902 0.398
C 2.699 -0.025 1.164
N 3.284 0.738 0.409
N 4.274 1.475 1.155
C 4.292 0.679 2.224
S 3.023 -0.258 2.637
H 5.010 1.468 2.786
H 1.340 -0.767 -0.431
H -0.408 -3.190 0.913
H -0.112 -2.319 -0.605
H -2.404 -2.027 0.005
H -1.049 2.338 -1.150
H 0.370 1.714 -0.483
H 0.576 2.956 -2.844
H -0.457 1.686 -3.465
H 1.146 -0.150 -2.782
H 1.958 1.132 -3.915
H 2.162 1.342 -1.914
```

## Properties
- frontier orbital gap (eV) = 9.9
- 2S+1 = 1
- HOMO (eV) = -9.63
- relative energy (zero: lowest compared OMol25 entry of this formula, charge and spin) (kJ/mol) = 1183.9
- energy (Ha) = -1256.411875



No. 5
Density functional theory data (wB97M-V/def2-TZVPD) for C12H19N4O2RuS2 as an isolated structure.

XYZ file:
```
40
C12H19N4O2RuS2 (wB97M-V/def2-TZVPD)
Ru 0.037 -0.935 -1.255
C -2.669 -1.151 2.059
C -1.313 -1.349 1.429
N -1.254 -1.683 0.098
N -2.429 -2.173 -0.375
C -2.847 -1.602 -1.471
N -4.007 -2.055 -2.015
S -2.072 -0.238 -2.232
C -0.203 -1.184 2.153
C 0.681 -1.300 3.136
C 1.620 -0.394 3.710
C 2.172 0.826 3.256
C 1.981 1.481 2.084
N 0.993 1.069 1.165
H -3.268 -0.469 1.453
H -2.557 -0.748 3.063
H -3.205 -2.098 2.105
H -4.320 -2.959 -1.700
H -4.174 -1.825 -2.979
H 0.667 -2.277 3.623
H 2.051 -0.757 4.635
H 2.928 1.252 3.907
H 2.638 2.307 1.810
C 1.014 0.142 -4.043
O 1.311 0.264 -2.651
C 1.514 1.604 -2.217
C 2.242 1.538 -0.891
O 1.589 0.588 -0.037
C -0.082 2.002 0.902
H 1.877 0.467 -4.627
H 0.135 0.739 -4.299
H 0.807 -0.908 -4.223
H 0.547 2.114 -2.136
H 2.132 2.133 -2.949
H 2.297 2.522 -0.425
H 3.256 1.167 -1.051
H 0.247 2.950 0.453
H -0.560 2.223 1.856
H -0.812 1.520 0.248
S 1.037 -2.804 -1.570
```

## Properties
- frontier orbital gap (spin up / spin down) (eV) = 7.0 / 7.0
- 2S+1 = 6
- HOMO (spin up / spin down) (eV) = -6.48 / -7.90
- relative energy (zero: lowest compared OMol25 entry of this formula, charge and spin) (kJ/mol) = 0.0
- energy (Ha) = -1729.158909



No. 6
Density functional theory data (wB97M-V/def2-TZVPD) for C12H19N5O3S in the gas phase at a distorted geometry.

XYZ file:
```
40
C12H19N5O3S (wB97M-V/def2-TZVPD)
C -4.679 2.962 -0.182
N -3.545 2.271 -0.781
C -2.798 1.358 -0.168
O -2.922 1.090 1.022
C -1.707 0.646 -1.003
C -2.248 -0.325 -2.060
S -2.724 0.570 -3.618
N -0.809 0.001 -0.058
C 0.464 -0.429 -0.261
O 0.929 -0.482 -1.374
C 1.373 -0.820 0.906
C 0.955 -2.139 1.586
C 1.875 -2.629 2.688
C 2.281 -3.956 2.817
N 3.303 -3.997 3.775
C 3.389 -2.724 4.223
N 2.566 -1.899 3.610
N 2.804 -0.825 0.533
C 3.764 -0.226 1.212
C 5.159 -0.467 0.702
O 3.603 0.462 2.207
H -5.153 2.313 0.532
H -5.384 3.202 -0.978
H -4.334 3.869 0.305
H -3.423 2.332 -1.768
H -1.124 1.413 -1.501
H -1.505 -1.055 -2.289
H -3.182 -0.791 -1.662
H -1.479 0.689 -4.127
H -1.143 -0.057 0.885
H 1.232 -0.058 1.643
H -0.086 -2.021 1.974
H 0.882 -2.955 0.839
H 1.894 -4.774 2.213
H 4.159 -2.388 4.905
H 2.588 -0.889 3.639
H 3.051 -1.182 -0.382
H 5.290 -1.525 0.480
H 5.408 0.156 -0.154
H 5.869 -0.199 1.501
```

## Properties
- structure (SMILES) = CNC(=O)[C@H](CS)NC(=O)[C@@H](Cc1cnc[nH]1)NC(C)=O
- frontier orbital gap (eV) = 8.9
- 2S+1 = 1
- HOMO (eV) = -8.41
- relative energy (zero: lowest compared OMol25 entry of this formula, charge and spin) (kJ/mol) = 0.0
- energy (Ha) = -1366.413461



No. 7
Density functional theory data (wB97M-V/def2-TZVPD) for C12H19N5S in the gas phase at a distorted geometry.

XYZ file:
```
37
C12H19N5S (wB97M-V/def2-TZVPD)
C -1.054 3.873 -3.364
S 0.323 4.251 -2.236
C 0.503 2.845 -1.292
N -0.068 1.668 -1.645
N 0.027 0.629 -0.830
C 0.720 0.682 0.340
N 0.638 -0.518 1.126
C 1.886 -1.049 1.775
C 2.153 -2.470 1.303
C 1.826 -0.905 3.310
C -0.625 -1.270 1.224
C -1.081 -1.949 -0.037
C -1.737 -0.390 1.714
C 1.494 1.836 0.677
N 2.369 2.198 1.722
C 2.674 3.450 1.554
N 2.021 3.953 0.455
C 1.295 2.941 -0.140
H -0.745 3.099 -4.030
H -1.340 4.776 -3.927
H -1.921 3.520 -2.794
H 2.730 -0.459 1.470
H 3.194 -2.804 1.484
H 1.477 -3.183 1.744
H 2.010 -2.509 0.220
H 2.733 -1.318 3.752
H 1.739 0.135 3.606
H 0.945 -1.384 3.692
H -0.499 -2.017 2.003
H -1.812 -2.690 0.183
H -0.242 -2.437 -0.535
H -1.526 -1.267 -0.759
H -2.094 0.285 0.938
H -2.562 -1.008 2.070
H -1.408 0.210 2.582
H 3.302 4.022 2.210
H 2.234 4.834 0.016
```

## Properties
- structure (SMILES) = CSc1nnc(N(C(C)C)C(C)C)c2nc[nH]c12
- frontier orbital gap (eV) = 8.0
- 2S+1 = 1
- HOMO (eV) = -7.49
- energy (Ha) = -1140.595479



No. 8
Density functional theory data (wB97M-V/def2-TZVPD) for a 2-piece molecular cluster, C12H19NO2 overall at a distorted geometry.

XYZ file:
```
34
C12H19NO2 (wB97M-V/def2-TZVPD)
C 0.304 -0.871 5.173
C -1.621 0.049 1.454
C -0.186 0.155 1.451
C -2.362 -0.244 2.577
C 0.391 -0.225 2.696
C -1.725 -0.633 3.749
C -0.308 -0.501 3.827
O -2.490 0.124 0.376
H -2.102 -0.060 -0.487
H 0.310 0.547 0.607
H -3.481 -0.262 2.514
H 1.558 -0.367 2.700
H -2.172 -0.701 4.707
H 0.779 -1.782 5.213
H -0.398 -1.157 5.880
H 0.714 0.099 5.330
C 0.715 1.680 -3.064
C -0.830 1.828 -2.640
C -0.280 -0.613 -3.309
C 3.355 0.350 -2.576
C 1.960 -0.361 -2.401
O 1.883 -1.554 -2.552
N 0.714 0.276 -2.713
H 0.913 2.013 -4.015
H 1.313 2.195 -2.242
H -1.535 2.057 -3.362
H -0.752 2.865 -2.156
H 0.128 -0.509 -4.216
H 4.242 -0.295 -2.292
H -1.494 0.913 -1.999
H -0.109 -1.611 -2.634
H -1.302 -0.224 -3.290
H 3.466 0.858 -3.607
H 3.303 1.245 -1.879
```

## Properties
- total charge = +1
- frontier orbital gap (spin up / spin down) (eV) = 7.3 / 3.5
- 2S+1 = 2
- HOMO (spin up / spin down) (eV) = -11.28 / -11.28
- relative energy (zero: lowest compared OMol25 entry of this formula, charge and spin) (kJ/mol) = 405.7
- energy (Ha) = -673.379845